w | {"formula": "C6H12N2", "method": "ωB97M-V with the def2-TZVPD basis set", "symbols": ["C", "C", "C", "C", "C", "C", "N", "N", "H", "H", "H", "H", "H", "H", "H", "H", "H", "H", "H", "H"], "coordinates": [[1.784, 0.242, -0.571], [2.103, 1.477, -0.360], [1.986, -1.202, -0.449], [0.592, -1.540, 0.085], [-1.590, 0.169, 1.190], [-2.035, 0.703, -1.143], [-0.239, -0.777, -0.707], [-1.403, -0.215, -0.165], [1.614, 2.284, -0.757], [2.994, 1.858, 0.083], [2.325, -1.603, -1.369], [2.762, -1.689, 0.253], [0.177, -2.593, 0.281], [0.724, -1.109, 1.163], [-0.751, -0.168, 1.838], [-1.745, 1.268, 1.335], [-2.553, -0.103, 1.586], [-3.007, 0.946, -0.824], [-1.593, 1.745, -1.204], [-2.158, 0.294, -2.107]], "e_lumo_ev": [0.88, 0.98], "total_charge": 0, "gap_ev": [8.12, 8.18], "multiplicity": 1}

=====

x | {"formula": "C6H12N2", "method": "ωB97M-V with the def2-TZVPD basis set", "symbols": ["C", "C", "H", "H", "H", "H", "H", "H", "C", "C", "C", "C", "N", "N", "H", "H", "H", "H", "H", "H"], "coordinates": [[-1.899, -0.726, -1.227], [-1.121, -2.053, -1.072], [-1.163, -0.068, -1.345], [-2.464, -0.571, -2.137], [-2.417, -0.494, -0.260], [-0.075, -1.898, -1.082], [-1.256, -2.514, -0.100], [-1.462, -2.717, -2.168], [2.354, 0.671, -0.589], [-0.267, 2.003, 1.554], [1.209, 0.904, 0.286], [0.781, 0.095, 1.374], [0.583, 2.084, 0.461], [-0.084, 0.824, 2.219], [-0.927, 2.773, 1.821], [-0.700, 0.360, 2.771], [1.095, -0.909, 1.897], [3.106, 1.101, 0.116], [2.303, 1.405, -1.342], [2.406, -0.268, -1.176]], "e_lumo_ev": 0.88, "total_charge": 0, "gap_ev": 9.21, "multiplicity": 1, "smiles": "Cc1c[nH]cn1.CC"}

=====

y | {"formula": "C6H12N2", "method": "ωB97M-V with the def2-TZVPD basis set", "symbols": ["C", "C", "H", "H", "H", "H", "H", "H", "C", "C", "C", "C", "N", "N", "H", "H", "H", "H", "H", "H"], "coordinates": [[-1.595, -0.769, -1.798], [-1.134, -2.071, -1.125], [-0.732, -0.113, -1.954], [-2.023, -0.971, -2.779], [-2.310, -0.173, -1.239], [-1.910, -2.302, -0.370], [-1.083, -2.909, -1.807], [-0.402, -1.969, -0.318], [0.318, 0.327, 2.659], [0.731, 0.922, 1.336], [1.590, 0.315, 0.455], [0.943, 2.229, -0.316], [0.358, 2.159, 0.859], [1.684, 1.153, -0.642], [-0.352, 1.076, 3.090], [1.185, 0.201, 3.293], [1.917, -0.707, 0.515], [0.855, 3.129, -0.901], [2.206, 1.071, -1.508], [-0.245, -0.597, 2.549]], "e_lumo_ev": 0.91, "total_charge": 0, "gap_ev": 9.48, "multiplicity": 1, "smiles": "Cc1c[nH]cn1.CC"}

=====

Which of them is the most stable, and which is the least stable? y and w, in that order.

=====

w | {"formula": "C6H16N", "method": "ωB97M-V with the def2-TZVPD basis set", "symbols": ["C", "C", "C", "C", "C", "C", "N", "H", "H", "H", "H", "H", "H", "H", "H", "H", "H", "H", "H", "H", "H", "H", "H"], "coordinates": [[-2.267, -0.263, -0.951], [-0.855, -0.789, -0.974], [-0.073, 0.001, 0.071], [1.376, 0.121, -0.069], [2.265, -0.323, 1.143], [1.730, 1.715, -0.080], [-0.809, -2.240, -0.902], [-2.871, -0.641, -1.723], [-2.715, -0.583, 0.010], [-2.237, 0.853, -0.983], [-0.426, -0.494, -1.923], [-2.620, 1.676, 1.621], [-0.540, -0.017, 1.068], [1.681, -0.412, -0.973], [1.996, -1.380, 1.346], [1.921, 0.204, 2.028], [3.360, -0.250, 1.024], [1.557, 1.911, 0.964], [2.773, 1.968, -0.274], [1.100, 2.430, -0.616], [-0.535, -2.783, -1.752], [-3.134, 2.022, 1.980], [-0.676, -2.725, -0.035]], "e_lumo_ev": -7.09, "total_charge": 1, "gap_ev": 6.84, "multiplicity": 1}

=====

x | {"formula": "C6H16N", "method": "ωB97M-V with the def2-TZVPD basis set", "symbols": ["C", "C", "C", "C", "C", "C", "N", "H", "H", "H", "H", "H", "H", "H", "H", "H", "H", "H", "H", "H", "H", "H", "H"], "coordinates": [[-0.019, -0.595, 2.481], [-0.625, 0.003, 1.214], [-0.247, -0.399, -0.041], [0.183, 1.346, 0.650], [-0.233, 2.115, -0.647], [0.333, 1.685, -1.987], [0.185, -3.285, -0.930], [-0.786, -1.213, 2.936], [0.777, -1.292, 2.244], [0.336, 0.148, 3.183], [-1.619, 0.350, 1.499], [0.644, -1.003, -0.133], [-0.913, -0.415, -0.899], [1.254, 1.174, 0.661], [-0.115, 2.041, 1.429], [-1.297, 2.307, -0.671], [0.207, 3.105, -0.467], [-0.105, 0.804, -2.439], [1.413, 1.529, -1.959], [0.128, 2.453, -2.724], [-0.738, -3.444, -1.320], [0.836, -3.309, -1.710], [0.402, -4.104, -0.369]], "e_lumo_ev": -4.57, "total_charge": 1, "gap_ev": 9.57, "multiplicity": 1}

=====

y | {"formula": "C6H16N", "method": "ωB97M-V with the def2-TZVPD basis set", "symbols": ["C", "C", "C", "C", "C", "C", "N", "H", "H", "H", "H", "H", "H", "H", "H", "H", "H", "H", "H", "H", "H", "H", "H"], "coordinates": [[-2.540, -0.685, 0.860], [-1.312, 0.186, 0.972], [-0.292, -0.039, -0.192], [-0.983, 0.121, -1.591], [0.736, 0.950, -0.164], [1.937, 0.968, -0.966], [2.338, -1.206, 1.218], [-2.942, -0.711, -0.159], [-3.418, -0.204, 1.284], [-2.414, -1.692, 1.240], [-1.541, 1.258, 0.957], [0.001, -1.085, -0.119], [-1.412, -0.774, -2.036], [-0.175, 0.296, -2.310], [-1.701, 0.934, -1.630], [1.924, -0.317, 1.010], [0.491, 1.975, 0.135], [2.303, -0.032, -1.224], [2.729, 1.583, -0.537], [1.736, 1.340, -1.983], [-0.794, 0.051, 1.925], [1.988, -1.612, 2.075], [3.341, -1.305, 1.235]], "e_lumo_ev": -6.94, "total_charge": 1, "gap_ev": 6.90, "multiplicity": 1}

=====

z | {"formula": "C6H16N", "method": "ωB97M-V with the def2-TZVPD basis set", "symbols": ["C", "C", "C", "C", "C", "C", "N", "H", "H", "H", "H", "H", "H", "H", "H", "H", "H", "H", "H", "H", "H", "H", "H"], "coordinates": [[2.398, -0.193, -0.575], [1.131, -0.068, 0.306], [-0.149, -0.187, -0.368], [-1.393, 0.185, 0.233], [-2.416, -0.960, 0.090], [-1.862, 1.506, -0.463], [1.087, -0.996, 1.429], [2.302, -1.001, -1.292], [2.539, 0.739, -1.126], [3.202, -0.426, 0.104], [1.149, 0.938, 0.718], [5.865, 2.527, -2.811], [-0.289, -0.655, -1.342], [-1.241, 0.409, 1.304], [-2.066, -1.872, 0.539], [-2.585, -1.182, -0.958], [-3.376, -0.705, 0.543], [-1.210, 1.789, -1.276], [-2.827, 1.340, -0.935], [-1.874, 2.335, 0.240], [0.539, -1.845, 1.278], [5.259, 2.718, -2.372], [0.992, -0.583, 2.346]], "e_lumo_ev": -6.47, "total_charge": 1, "gap_ev": 8.03, "multiplicity": 1}

=====

Which of them is the most stable, and which is the least stable? x and w, in that order.

=====

w | {"formula": "C8H16N2O4S", "method": "ωB97M-V with the def2-TZVPD basis set", "symbols": ["C", "C", "C", "C", "C", "C", "C", "C", "H", "H", "H", "H", "H", "H", "H", "H", "H", "H", "H", "H", "H", "H", "H", "H", "N", "N", "O", "O", "O", "O", "S"], "coordinates": [[-2.461, -0.349, 0.693], [-1.277, 0.444, 1.137], [-2.126, -1.484, -0.285], [0.819, 1.191, 0.006], [0.969, 2.750, 0.121], [1.791, 0.553, -0.872], [1.648, -0.951, -0.980], [3.111, -1.474, 1.096], [-4.456, 0.885, 1.050], [-3.439, 1.055, -0.556], [-2.765, -0.898, 1.769], [-3.077, -1.895, -0.496], [-1.514, -2.137, 0.301], [-1.214, -1.935, -2.038], [-0.983, 0.132, -0.657], [1.245, 0.623, 0.764], [1.907, 0.977, -1.968], [2.796, 0.671, -0.260], [0.666, -1.127, -1.633], [2.444, -1.082, -1.651], [3.472, -2.032, 1.973], [3.651, -1.609, -0.092], [3.023, -0.363, 1.555], [-0.748, 2.583, -0.749], [-3.686, 0.410, 0.207], [-0.637, 1.028, 0.000], [-1.035, 0.409, 2.313], [-1.518, -1.076, -1.461], [2.033, 3.371, 0.413], [-0.152, 3.286, -0.279], [1.514, -1.958, 0.577]], "e_lumo_ev": -0.08, "total_charge": 0, "gap_ev": 9.02, "multiplicity": 1, "smiles": "CSCC[C@H](NC(=O)[C@@H](N)CO)C(=O)O"}

=====

x | {"formula": "C8H16N2O4S", "method": "ωB97M-V with the def2-TZVPD basis set", "symbols": ["C", "C", "C", "C", "C", "C", "C", "C", "H", "H", "H", "H", "H", "H", "H", "H", "H", "H", "H", "H", "H", "H", "H", "H", "N", "N", "O", "O", "O", "O", "S"], "coordinates": [[-2.505, -0.450, 0.797], [-2.235, -0.280, -0.767], [-4.081, -0.770, 0.785], [0.269, 0.456, -0.309], [0.489, 1.971, -0.244], [1.574, -0.332, -0.849], [2.484, -0.524, 0.325], [5.200, -0.755, 1.122], [-2.460, 0.771, 2.516], [-3.152, 1.487, 1.178], [-2.095, -1.358, 1.277], [-4.505, -0.788, 1.836], [-4.541, 0.009, 0.211], [-3.939, -1.944, -0.657], [-1.014, 0.392, -2.132], [-0.020, 0.070, 0.689], [2.034, 0.312, -1.570], [1.177, -1.233, -1.311], [2.094, -1.121, 1.097], [2.757, 0.398, 0.753], [6.206, -0.645, 0.729], [4.790, 0.156, 1.508], [5.171, -1.431, 2.004], [-0.975, 1.818, 1.004], [-2.373, 0.874, 1.464], [-0.946, 0.166, -1.121], [-3.024, -0.543, -1.638], [-4.228, -2.069, 0.232], [1.286, 2.672, -0.831], [-0.323, 2.475, 0.704], [4.053, -1.272, -0.276]], "e_lumo_ev": 0.30, "total_charge": 0, "gap_ev": 9.06, "multiplicity": 1, "smiles": "CSCC[C@H](NC(=O)[C@@H](N)CO)C(=O)O"}

=====

y | {"formula": "C8H16N2O4S", "method": "ωB97M-V with the def2-TZVPD basis set", "symbols": ["C", "C", "C", "C", "C", "C", "C", "C", "H", "H", "H", "H", "H", "H", "H", "H", "H", "H", "H", "H", "H", "H", "H", "H", "N", "N", "O", "O", "O", "O", "S"], "coordinates": [[-0.881, -0.165, -1.067], [0.611, -0.448, -0.827], [-1.727, -1.289, -0.507], [-1.380, -1.719, 1.003], [-1.795, -4.059, 2.896], [1.342, 1.911, -0.630], [2.570, 2.440, -1.474], [1.017, 2.737, 0.628], [-1.176, -0.905, -3.100], [-1.707, 0.934, -2.534], [-1.171, 0.938, -0.683], [-2.851, -1.053, -0.565], [-1.408, -2.188, -1.182], [-1.768, -0.867, 1.678], [-0.288, -1.968, 1.112], [-2.317, -5.161, 2.738], [-2.059, -3.568, 4.085], [-0.729, -4.316, 2.765], [2.625, 0.331, -0.511], [0.520, 2.263, -1.420], [0.172, 2.464, 1.248], [1.171, 3.899, 0.368], [2.143, 1.529, 1.538], [1.701, 4.128, -1.023], [-0.879, 0.169, -2.565], [1.569, 0.497, -0.472], [1.077, -1.525, -0.849], [3.489, 1.827, -1.946], [2.122, 2.469, 1.393], [2.500, 3.825, -1.497], [-2.493, -3.132, 1.401]], "e_lumo_ev": 0.19, "total_charge": 0, "gap_ev": 8.96, "multiplicity": 1, "smiles": "CSCC[C@H](N)C(=O)N[C@@H](CO)C(=O)O"}

=====

Which of them is the most stable, and which is the least stable? x and w, in that order.

=====

w | {"formula": "C6H19NO3", "method": "ωB97M-V with the def2-TZVPD basis set", "symbols": ["C", "C", "N", "C", "C", "C", "C", "H", "H", "H", "H", "H", "H", "H", "H", "H", "H", "H", "H", "H", "H", "H", "O", "H", "H", "O", "H", "H", "O"], "coordinates": [[0.983, 2.645, 0.227], [1.188, 1.307, -0.472], [0.339, 0.244, 0.089], [-1.101, 0.431, -0.221], [-1.604, -0.806, -0.970], [-0.512, -1.874, -0.756], [0.749, -1.107, -0.362], [1.027, 2.545, 1.311], [0.020, 3.097, -0.016], [1.760, 3.354, -0.072], [1.027, 1.446, -1.546], [2.221, 1.002, -0.322], [-1.274, 1.354, -0.773], [-1.641, 0.557, 0.721], [-2.572, -1.128, -0.592], [-1.731, -0.600, -2.033], [-0.382, -2.476, -1.652], [-0.819, -2.564, 0.034], [1.272, -1.590, 0.469], [1.467, -1.056, -1.187], [0.606, 0.547, 1.977], [1.550, 0.057, 3.109], [0.716, 0.519, 2.952], [-0.675, -0.835, 3.223], [-1.217, -1.466, 1.947], [-1.305, -1.505, 2.903], [0.483, -0.771, -4.077], [0.229, 0.014, -2.779], [0.341, 0.113, -3.727]], "e_lumo_ev": 0.54, "total_charge": 0, "gap_ev": 9.86, "multiplicity": 1, "smiles": "CCN1CCCC1.O.O.O"}

=====

x | {"formula": "C6H19NO3", "method": "ωB97M-V with the def2-TZVPD basis set", "symbols": ["O", "H", "H", "C", "C", "O", "H", "H", "H", "H", "H", "H", "C", "C", "C", "O", "C", "N", "H", "H", "H", "H", "H", "H", "H", "H", "H", "H", "H"], "coordinates": [[2.231, -11.978, 6.186], [1.487, -11.869, 5.582], [1.910, -11.627, 7.024], [2.105, -13.273, 9.583], [1.168, -12.211, 10.076], [1.343, -11.035, 9.272], [1.854, -14.263, 9.974], [3.149, -13.084, 9.841], [2.090, -13.389, 8.496], [1.318, -11.994, 11.139], [0.127, -12.559, 10.005], [0.854, -10.311, 9.672], [-1.280, -13.460, 7.264], [-0.446, -14.286, 6.319], [-1.079, -15.654, 6.080], [-0.196, -16.398, 5.268], [-0.753, -17.620, 4.854], [-0.239, -13.538, 5.046], [-1.707, -14.063, 8.074], [-2.131, -12.995, 6.756], [-0.737, -12.651, 7.757], [0.569, -14.466, 6.684], [-2.025, -15.509, 5.535], [-1.244, -16.158, 7.040], [-1.691, -17.464, 4.306], [-0.938, -18.288, 5.706], [-0.047, -18.118, 4.192], [-1.144, -13.431, 4.595], [0.318, -14.135, 4.442]], "e_lumo_ev": 0.77, "total_charge": 0, "gap_ev": 10.28, "multiplicity": 1, "smiles": "COC[C@H](C)N.CCO.O"}

=====

y | {"formula": "C6H19NO3", "method": "ωB97M-V with the def2-TZVPD basis set", "symbols": ["C", "C", "C", "N", "C", "C", "C", "O", "H", "H", "H", "H", "H", "H", "H", "H", "H", "H", "H", "H", "H", "H", "H", "H", "H", "O", "H", "H", "O"], "coordinates": [[-0.626, -0.373, 1.032], [-2.010, -0.597, 1.647], [-0.807, 0.089, -0.413], [0.348, 0.058, -1.319], [1.115, -1.202, -1.315], [1.116, 1.309, -1.412], [2.331, 1.518, -0.517], [3.469, 0.725, -0.966], [0.011, -1.254, 1.059], [-0.167, 0.423, 1.627], [-2.731, -0.977, 0.917], [-2.002, -1.389, 2.383], [-2.448, 0.248, 2.170], [-1.217, 1.094, -0.437], [-1.556, -0.490, -0.964], [0.533, -1.934, -1.860], [1.477, -1.417, -0.302], [2.032, -0.965, -1.849], [0.424, 2.116, -1.161], [1.401, 1.392, -2.466], [2.703, 2.541, -0.540], [2.104, 1.239, 0.519], [3.528, -0.041, -0.388], [-0.484, -2.925, 0.046], [-1.879, -3.276, 0.681], [-1.309, -3.390, -0.086], [-1.076, 2.184, 1.434], [-2.495, 2.461, 0.975], [-1.784, 2.834, 1.507]], "e_lumo_ev": 0.57, "total_charge": 0, "gap_ev": 8.95, "multiplicity": 1, "smiles": "CCCN(C)CCO.O.O"}

=====

Which of them is the most stable, and which is the least stable? w and y, in that order.

=====

w | {"formula": "C3H8N2O3S", "method": "ωB97M-V with the def2-TZVPD basis set", "symbols": ["O", "O", "N", "O", "C", "N", "C", "C", "S", "H", "H", "H", "H", "H", "H", "H", "H"], "coordinates": [[2.076, 0.698, -1.638], [2.653, -1.083, -0.101], [-0.973, 0.569, -0.284], [2.391, 1.250, 0.776], [-0.002, -0.245, 0.039], [-0.437, -1.482, 0.583], [-0.655, 1.907, -0.863], [-1.874, -1.839, 0.888], [1.815, 0.115, -0.318], [3.324, 1.357, 0.510], [0.170, -2.294, 0.420], [0.166, 2.372, -0.289], [-0.455, 1.902, -1.943], [-1.513, 2.578, -0.715], [-2.076, -2.869, 0.516], [-2.617, -1.123, 0.445], [-1.996, -1.814, 1.975]], "e_lumo_ev": 0.10, "total_charge": 0, "gap_ev": 9.46, "multiplicity": 1, "smiles": "C/N=C(/NC)S(=O)(=O)O"}

=====

x | {"formula": "C3H8N2O3S", "method": "ωB97M-V with the def2-TZVPD basis set", "symbols": ["C", "C", "C", "N", "N", "O", "O", "O", "S", "H", "H", "H", "H", "H", "H", "H", "H"], "coordinates": [[-0.215, 0.132, -0.264], [1.483, 1.788, 0.098], [0.170, -2.204, -0.032], [0.262, 1.328, -0.480], [0.626, -0.786, -0.038], [-2.412, 1.471, -0.475], [-2.155, -0.125, 1.413], [-2.579, -1.026, -0.809], [-2.211, 0.090, 0.033], [1.563, 2.825, 0.455], [1.543, 1.294, 1.033], [2.423, 1.578, -0.519], [0.806, -2.902, -0.647], [-0.822, -2.352, -0.312], [0.413, -2.577, 1.052], [-0.533, 1.991, -0.673], [1.640, -0.525, 0.167]], "e_lumo_ev": 0.32, "total_charge": 0, "gap_ev": 10.48, "multiplicity": 1}

=====

Which of them is the most stable, and which is the least stable? x and w, in that order.